Entry 1:
113
Properties=species:S:1:pos:R:3 method="wB97M-V/def2-TZVPD" charge=-1 homo_energy_ev=-6.14 e_lumo_ev=1.888 homo_lumo_gap_ev=8.02
N 0.055 -1.731 -3.044
S -0.298 -0.653 -4.373
O -0.803 -1.358 -5.665
O 1.073 0.019 -4.773
N -1.439 0.593 -3.934
S -2.809 -0.036 -3.053
O -2.462 -0.094 -1.527
O -3.979 1.000 -3.278
P -3.552 -1.924 -3.749
O -4.793 -1.807 -4.753
H -0.719 -2.411 -2.873
H 0.201 -1.095 -2.204
H -2.571 -2.778 -4.371
H -4.066 -2.683 -2.600
N -5.122 4.128 -0.195
C -6.024 5.099 -0.459
C -6.713 5.206 -1.656
C -6.459 4.265 -2.648
C -5.534 3.255 -2.408
C -4.898 3.228 -1.177
H -6.184 5.811 0.345
H -7.429 6.005 -1.812
H -6.979 4.318 -3.601
H -5.314 2.506 -3.160
H -4.170 2.457 -0.940
N 0.820 0.928 -0.798
C -0.205 1.712 -0.396
C -0.039 2.952 0.200
C 1.256 3.417 0.403
C 2.332 2.632 0.002
C 2.066 1.407 -0.590
H -1.196 1.304 -0.573
H -0.899 3.540 0.500
H 1.426 4.383 0.868
H 3.353 2.965 0.146
H 2.872 0.760 -0.923
N 1.523 -5.664 -2.571
C 1.656 -4.336 -2.361
C 2.794 -3.751 -1.830
C 3.861 -4.576 -1.489
C 3.753 -5.948 -1.692
C 2.576 -6.440 -2.232
H 0.796 -3.735 -2.640
H 2.847 -2.678 -1.685
H 4.769 -4.153 -1.069
H 4.566 -6.617 -1.436
H 2.444 -7.503 -2.413
N 6.981 -4.437 -1.170
C 7.871 -5.200 -1.842
C 8.992 -5.771 -1.259
C 9.218 -5.543 0.094
C 8.321 -4.759 0.812
C 7.227 -4.235 0.143
H 7.653 -5.347 -2.895
H 9.671 -6.378 -1.846
H 10.086 -5.972 0.585
H 8.469 -4.562 1.868
H 6.496 -3.620 0.660
N -1.832 5.202 3.458
C -2.496 4.051 3.213
C -2.356 2.904 3.977
C -1.479 2.934 5.056
C -0.780 4.105 5.333
C -0.989 5.202 4.513
H -3.165 4.076 2.358
H -2.917 2.008 3.736
H -1.342 2.054 5.677
H -0.089 4.161 6.166
H -0.470 6.140 4.690
N 3.421 4.192 2.549
C 2.655 4.578 3.594
C 3.168 5.058 4.788
C 4.549 5.146 4.924
C 5.364 4.754 3.867
C 4.758 4.290 2.710
H 1.584 4.487 3.440
H 2.505 5.356 5.593
H 4.987 5.516 5.846
H 6.444 4.810 3.941
H 5.351 3.976 1.856
N 5.901 -5.999 -5.977
C 6.092 -5.127 -6.991
C 5.322 -3.991 -7.185
C 4.290 -3.734 -6.289
C 4.067 -4.615 -5.236
C 4.892 -5.723 -5.122
H 6.907 -5.373 -7.665
H 5.522 -3.324 -8.016
H 3.664 -2.855 -6.410
H 3.270 -4.444 -4.521
H 4.761 -6.438 -4.315
N -5.387 -4.028 -1.026
C -5.719 -3.217 0.002
C -6.103 -3.675 1.253
C -6.153 -5.049 1.463
C -5.818 -5.910 0.423
C -5.443 -5.357 -0.791
H -5.667 -2.154 -0.212
H -6.356 -2.978 2.043
H -6.451 -5.446 2.429
H -5.848 -6.986 0.555
H -5.169 -5.988 -1.632
N -6.179 5.024 4.746
C -6.945 5.410 5.790
C -6.432 5.890 6.985
C -5.051 5.978 7.121
C -4.236 5.586 6.063
C -4.842 5.122 4.907
H -8.016 5.319 5.637
H -7.095 6.188 7.790
H -4.613 6.348 8.043
H -3.156 5.642 6.138
H -4.249 4.808 4.052

---

Entry 2:
107
Properties=species:S:1:pos:R:3 method="wB97M-V/def2-TZVPD" charge=0 e_above_lowest_ev=1.885 spin_multiplicity=2 homo_energy_ev="-7.27 / -7.27" e_lumo_ev="0.303 / 0.295" homo_lumo_gap_ev="7.57 / 7.56" s2=0.7545
Ti 0.210 -0.468 0.779
C 1.656 4.491 1.214
P 0.435 3.211 0.722
C 0.110 3.782 -1.014
C -1.098 3.774 1.569
C -1.182 5.001 2.226
C -2.330 5.380 2.903
C -3.426 4.534 2.931
C -3.362 3.310 2.286
C -2.210 2.909 1.609
P -2.122 1.270 0.796
C -2.786 1.575 -0.881
C -3.546 0.362 1.510
H 1.389 5.501 0.897
H 2.602 4.213 0.747
H 1.809 4.469 2.294
H -0.672 4.541 -1.061
H -0.157 2.940 -1.652
H 1.029 4.210 -1.411
H -0.337 5.675 2.217
H -2.367 6.336 3.410
H -4.328 4.821 3.456
H -4.224 2.659 2.326
H -3.782 2.016 -0.828
H -2.829 0.614 -1.394
H -2.133 2.242 -1.440
H -4.496 0.853 1.299
H -3.432 0.242 2.587
H -3.570 -0.626 1.049
I 3.093 -6.156 1.237
C 2.090 -4.528 0.470
C 1.483 -4.422 -0.762
N 0.950 -3.190 -0.816
N 1.187 -2.491 0.299
C 1.896 -3.286 1.087
H 1.387 -5.124 -1.572
H 0.375 -2.784 -1.540
H 2.231 -2.944 2.054
Br -0.858 -6.640 2.792
C -1.064 -4.771 2.577
C -0.739 -3.933 3.636
C -0.865 -2.564 3.470
C -1.289 -2.048 2.252
C -1.596 -2.899 1.195
C -1.500 -4.275 1.363
C -1.838 -2.372 -0.208
O -2.487 -3.008 -1.010
O -1.203 -1.257 -0.475
H -0.391 -4.353 4.569
H -0.608 -1.886 4.274
H -1.444 -0.970 2.189
H -1.736 -4.926 0.533
C 9.027 -3.493 -4.888
C 7.837 -2.945 -4.148
C 7.434 -1.628 -4.308
C 6.341 -1.097 -3.623
C 5.979 0.339 -3.887
C 5.642 -1.919 -2.731
Te 4.086 -1.136 -1.490
N 2.042 0.190 0.631
C 2.000 0.262 1.913
O 0.784 0.220 2.514
C 3.152 0.312 2.856
C 4.350 -0.322 2.553
C 5.401 -0.278 3.456
C 5.267 0.422 4.648
C 4.072 1.063 4.948
C 3.010 0.998 4.058
C 5.220 0.524 -0.805
C 4.735 1.826 -0.989
C 3.434 2.127 -1.678
C 5.515 2.896 -0.561
C 6.763 2.716 0.018
C 7.588 3.889 0.475
C 7.229 1.421 0.169
C 6.481 0.316 -0.233
C 7.092 -1.047 -0.043
C 6.007 -3.265 -2.587
C 5.271 -4.207 -1.668
C 7.098 -3.753 -3.294
H 9.442 -2.751 -5.570
H 8.757 -4.376 -5.469
H 9.815 -3.790 -4.192
H 7.978 -0.988 -4.995
H 6.369 0.653 -4.855
H 6.394 1.000 -3.124
H 4.898 0.478 -3.883
H 4.437 -0.852 1.612
H 6.330 -0.785 3.230
H 6.092 0.464 5.348
H 3.967 1.609 5.877
H 2.063 1.469 4.284
H 2.629 1.508 -1.292
H 3.523 1.960 -2.755
H 3.167 3.174 -1.525
H 5.139 3.905 -0.698
H 7.095 4.832 0.239
H 8.568 3.890 -0.005
H 7.751 3.854 1.553
H 8.201 1.255 0.622
H 7.831 -1.019 0.758
H 7.597 -1.384 -0.952
H 6.335 -1.796 0.197
H 4.195 -4.033 -1.677
H 5.603 -4.086 -0.633
H 5.450 -5.243 -1.956
H 7.375 -4.796 -3.175

---

| no. | F_max (eV/A) |
| --- | --- |
| 1 | 7.62 |
| 2 | 0.50 |